Record 1
Computed, not measured: a molecular structure, C45H67IrN2P3SSiTe in a non-equilibrium geometry, with ωB97M-V with the def2-TZVPD basis set.

Maximum force = 0.027 hartree/bohr
Total energy = -3948.15146 hartree
E_HOMO (alpha / beta) = -0.4514 / -0.4591 Eh
Spin multiplicity = 2
Energy relative to the best compared isomer or geometry (same formula, charge and spin) = 23.6 kcal per mole
LUMO energy (alpha / beta) = -0.231 / -0.237 Eh
Net charge = +2

Element x y z (Å)
Ir  -0.21  -0.32  -0.11
C  -0.47  -1.15  4.79
C  -0.12  -1.50  3.34
C  -0.75  -2.84  3.00
P  -0.61  -0.18  2.12
C  0.23  1.38  2.70
C  1.66  1.01  3.10
C  -0.41  2.25  3.78
C  -2.42  -0.21  2.40
C  -3.06  0.29  3.53
C  -4.43  0.13  3.69
C  -5.17  -0.55  2.73
C  -4.54  -1.07  1.62
C  -3.16  -0.91  1.44
Si  -2.25  -1.53  -0.07
C  -3.13  -1.04  -1.64
C  -3.99  -1.87  -2.35
C  -4.53  -1.45  -3.56
C  -4.20  -0.20  -4.07
C  -3.35  0.64  -3.36
C  -2.82  0.22  -2.15
P  -1.76  1.29  -1.09
C  -3.10  2.09  -0.08
C  -4.05  2.96  -0.91
C  -2.58  2.87  1.12
C  -1.17  2.62  -2.21
C  -0.49  3.72  -1.43
C  -0.25  2.09  -3.32
C  -1.88  -3.36  -0.04
C  -2.85  -4.32  0.24
C  -2.54  -5.67  0.28
C  -1.23  -6.08  0.04
C  -0.25  -5.14  -0.24
C  -0.56  -3.79  -0.28
P  0.68  -2.49  -0.65
C  0.91  -2.56  -2.49
C  1.29  -3.95  -2.99
C  -0.33  -2.05  -3.22
C  2.28  -3.19  -0.02
C  2.32  -3.19  1.50
C  3.51  -2.46  -0.56
H  -0.07  -1.94  5.43
H  -1.55  -1.13  4.94
H  -0.05  -0.21  5.14
H  0.96  -1.59  3.25
H  -1.83  -2.82  3.16
H  -0.33  -3.61  3.65
H  -0.57  -3.13  1.97
H  0.29  1.97  1.77
H  1.69  0.50  4.06
H  2.27  1.92  3.18
H  2.13  0.36  2.35
H  -0.48  1.74  4.74
H  -1.40  2.62  3.51
H  0.23  3.12  3.93
H  -2.51  0.82  4.29
H  -4.91  0.53  4.57
H  -6.24  -0.67  2.86
H  -5.12  -1.59  0.87
H  -4.23  -2.86  -1.98
H  -5.20  -2.10  -4.11
H  -4.61  0.13  -5.01
H  -3.11  1.61  -3.78
H  -3.66  1.23  0.30
H  -3.54  3.85  -1.29
H  -4.86  3.30  -0.27
H  -4.49  2.42  -1.74
H  -2.11  3.81  0.83
H  -1.86  2.29  1.67
H  -3.41  3.10  1.80
H  -2.08  3.00  -2.69
H  0.26  3.30  -0.77
H  -1.19  4.31  -0.84
H  0.02  4.40  -2.12
H  0.71  1.80  -2.92
H  -0.09  2.87  -4.06
H  -0.67  1.22  -3.84
H  -3.87  -4.01  0.45
H  -3.30  -6.40  0.51
H  -0.98  -7.13  0.07
H  0.76  -5.49  -0.42
H  1.73  -1.86  -2.68
H  0.49  -4.67  -2.81
H  2.21  -4.33  -2.55
H  1.44  -3.90  -4.07
H  -1.20  -2.68  -3.02
H  -0.15  -2.06  -4.30
H  -0.58  -1.02  -2.94
H  2.31  -4.22  -0.38
H  2.24  -2.17  1.87
H  3.27  -3.61  1.84
H  1.52  -3.79  1.93
H  3.48  -1.40  -0.30
H  3.60  -2.53  -1.65
H  4.40  -2.90  -0.13
C  6.43  0.30  -2.76
N  5.18  0.70  -2.12
C  4.92  0.63  -0.83
S  1.81  0.55  -0.89
N  5.83  0.18  0.00
C  5.60  -0.02  1.42
H  6.33  0.41  -3.83
H  6.65  -0.75  -2.54
H  7.25  0.92  -2.41
H  4.43  1.02  -2.71
H  6.76  -0.05  -0.34
H  4.52  -0.05  1.60
H  6.04  0.78  2.02
H  6.03  -0.97  1.73
Te  3.23  2.29  0.08
C  2.56  4.23  -0.42
C  1.77  4.87  0.53
C  1.37  6.18  0.31
C  1.77  6.84  -0.84
C  2.54  6.18  -1.80
C  2.94  4.87  -1.59
H  1.47  4.36  1.44
H  0.77  6.69  1.05
H  1.48  7.87  -1.00
H  2.83  6.70  -2.70
H  3.55  4.37  -2.33

***

Record 2
Computed, not measured: a molecular structure, C45H68N2O5STi, with ωB97M-V with the def2-TZVPD basis set.

Maximum force = 0.014 hartree/bohr
Total energy = -3489.00488 hartree
E_HOMO (alpha / beta) = 0.0165 / -0.0380 Eh
Spin multiplicity = 3
Energy relative to the best compared isomer or geometry (same formula, charge and spin) = 26.1 kcal per mole
LUMO energy (alpha / beta) = 0.161 / 0.161 Eh
Net charge = -2

Element x y z (Å)
Ti  -0.10  0.18  -0.29
C  -3.02  -2.01  5.41
O  -1.74  -2.59  5.48
C  -0.88  -2.31  4.42
C  0.46  -2.57  4.61
C  1.37  -2.25  3.62
C  0.98  -1.69  2.37
C  1.93  -1.41  1.36
C  3.38  -1.74  1.58
O  1.63  -0.91  0.18
C  -0.44  -1.50  2.16
O  -0.93  -1.10  1.00
C  -1.33  -1.79  3.20
H  -3.48  -2.17  6.39
H  -3.64  -2.48  4.64
H  -2.96  -0.94  5.21
H  0.79  -2.97  5.57
H  2.42  -2.42  3.81
H  3.84  -1.12  2.36
H  3.92  -1.56  0.65
H  3.53  -2.78  1.88
H  -2.37  -1.61  2.99
C  0.42  0.83  5.12
C  -0.30  1.68  4.06
C  -1.43  2.48  4.72
C  0.69  2.55  3.31
C  1.48  3.41  4.06
C  2.56  4.09  3.51
C  2.85  3.87  2.18
C  2.07  3.05  1.38
C  2.49  2.85  -0.07
C  2.67  4.17  -0.81
C  3.77  2.02  -0.12
C  0.90  2.44  1.91
N  0.03  1.77  1.06
C  -1.35  1.97  1.21
C  -2.19  1.74  0.18
N  -1.75  1.25  -1.04
C  -2.45  1.66  -2.18
C  -3.28  0.78  -2.90
C  -3.90  1.22  -4.06
C  -3.76  2.52  -4.52
C  -2.97  3.40  -3.79
C  -2.32  2.99  -2.63
C  -1.47  3.99  -1.85
C  -2.36  4.86  -0.95
C  -0.63  4.89  -2.75
C  -3.57  -0.67  -2.50
C  -3.92  -0.91  -1.03
C  -2.44  -1.60  -2.94
H  -0.27  0.12  5.57
H  0.83  1.46  5.92
H  1.23  0.26  4.67
H  -0.73  0.96  3.36
H  -1.02  3.14  5.48
H  -2.14  1.81  5.20
H  -1.97  3.09  4.00
H  1.28  3.50  5.12
H  3.16  4.76  4.12
H  3.72  4.35  1.74
H  1.70  2.29  -0.57
H  3.50  4.75  -0.40
H  1.76  4.78  -0.75
H  2.88  3.99  -1.87
H  4.58  2.53  0.40
H  4.09  1.86  -1.16
H  3.61  1.04  0.33
H  -1.80  2.15  2.17
H  -3.26  1.82  0.37
H  -4.53  0.53  -4.61
H  -4.26  2.85  -5.42
H  -2.86  4.43  -4.13
H  -0.81  3.40  -1.21
H  -3.04  5.46  -1.55
H  -1.74  5.53  -0.35
H  -2.94  4.24  -0.27
H  -1.25  5.57  -3.34
H  -0.01  4.31  -3.44
H  0.04  5.51  -2.14
H  -4.46  -0.94  -3.07
H  -3.05  -0.85  -0.37
H  -4.36  -1.91  -0.93
H  -4.66  -0.18  -0.67
H  -2.29  -1.55  -4.03
H  -2.68  -2.64  -2.69
H  -1.50  -1.32  -2.47
C  0.68  -0.58  -4.47
C  1.19  0.16  -3.23
C  1.12  1.67  -3.50
C  2.64  -0.24  -2.93
O  0.39  -0.14  -2.14
H  1.32  -0.38  -5.33
H  -0.34  -0.26  -4.70
H  0.67  -1.66  -4.29
H  1.77  1.96  -4.33
H  1.40  2.23  -2.61
H  0.09  1.94  -3.75
H  3.31  0.04  -3.75
H  2.69  -1.32  -2.78
H  2.97  0.23  -2.01
C  2.90  -6.67  -2.51
C  2.29  -5.97  -1.31
C  2.35  -4.45  -1.42
S  0.94  -3.70  -2.28
O  0.65  -4.57  -3.47
C  -0.39  -4.09  -1.11
C  -0.08  -4.09  0.38
C  -1.36  -4.28  1.19
H  2.83  -7.75  -2.42
H  3.96  -6.40  -2.62
H  2.38  -6.36  -3.42
H  2.80  -6.28  -0.39
H  1.25  -6.29  -1.20
H  3.22  -4.13  -2.00
H  2.40  -3.94  -0.45
H  -0.77  -5.05  -1.46
H  -1.15  -3.33  -1.32
H  0.38  -3.14  0.65
H  0.62  -4.88  0.62
H  -2.05  -3.46  0.99
H  -1.15  -4.28  2.26
H  -1.85  -5.22  0.93